# 1
Below is a cluster of 6 separate species, C41H51Br3ClFN6O4 in total, with properties calculated with ωB97M-V/def2-TZVPD.

Element x y z (Å)
C -2.62733 3.03770 3.47959
C -1.78764 1.94696 2.77442
O -1.30459 2.46337 1.53165
C -1.80395 1.80062 0.40564
C -0.91520 2.07545 -0.83286
C -1.30267 3.47410 -1.36438
C -0.81384 4.61123 -0.50374
O 0.17879 4.70910 0.03601
Cl -1.98926 6.00731 -0.39521
O 0.42976 1.99847 -0.44711
C 1.24804 1.00708 -1.07674
C 0.70291 -0.41042 -0.95919
C 0.92701 -1.14690 0.35737
C 0.59155 -0.38642 1.64556
F 2.20368 -1.69392 0.49216
C 2.60547 1.20609 -0.36641
Br 2.66575 2.52648 1.02975
C 3.72898 0.58740 -0.61798
C 5.01048 0.87301 0.11129
Br 3.87322 -0.78417 -1.94649
C 1.48956 1.50199 -2.53441
C 0.53180 0.94125 -3.62456
N 1.20801 0.16516 -4.69075
O 1.43058 2.93856 -2.56290
C 2.41793 3.47949 -3.37502
Br 2.34787 5.41845 -3.14920
H -2.25336 3.17610 4.48753
H -3.68488 2.78777 3.47750
H -2.47461 3.98153 2.97036
H -0.91388 1.76903 3.40061
H -2.34397 1.02013 2.64468
H -2.79654 2.21437 0.17162
H -1.93375 0.72197 0.54978
H -1.26307 1.37586 -1.59393
H -0.92973 3.62716 -2.37732
H -2.38355 3.54417 -1.41868
H -0.36393 -0.48769 -1.15555
H 1.14375 -1.02869 -1.73946
H 0.25761 -2.00717 0.32924
H 0.35162 0.66657 1.52102
H 1.43361 -0.46494 2.32949
H -0.25105 -0.86677 2.13981
H 5.21709 1.93446 0.16685
H 5.82291 0.42199 -0.45773
H 4.99930 0.38916 1.08337
H 2.49396 1.27353 -2.88284
H 0.07603 1.79291 -4.12673
H -0.29104 0.33200 -3.25296
H 1.94175 -0.40115 -4.27666
H 1.63760 0.84376 -5.30885
H 2.25122 3.21203 -4.41923
H 3.42163 3.20147 -3.06057
N -2.54506 5.83709 4.92606
C -3.67328 6.42875 5.31557
C -3.79251 7.17113 6.48064
C -2.67678 7.30413 7.29014
C -1.49446 6.69526 6.90411
C -1.48297 5.97811 5.71750
H -4.52183 6.29535 4.65246
H -4.73470 7.63167 6.74522
H -2.72784 7.87476 8.20912
H -0.60049 6.77430 7.50764
H -0.57785 5.48739 5.37353
N 1.54797 -5.03010 2.53161
C 2.28050 -4.59854 1.50385
C 2.83258 -5.43714 0.54627
C 2.61435 -6.79879 0.66166
C 1.85267 -7.26580 1.72014
C 1.34599 -6.34321 2.62193
H 2.42254 -3.52770 1.45356
H 3.41540 -5.02973 -0.26881
H 3.02693 -7.48708 -0.06578
H 1.65340 -8.32213 1.84333
H 0.73996 -6.66424 3.46360
N -1.26560 -4.70666 -0.53114
C -1.07282 -5.71477 0.32136
C -1.26292 -7.04801 -0.00865
C -1.67987 -7.35384 -1.29402
C -1.88748 -6.32276 -2.19497
C -1.66509 -5.02359 -1.76405
H -0.74975 -5.42575 1.31382
H -1.08824 -7.82470 0.72364
H -1.84126 -8.38298 -1.59211
H -2.21411 -6.52427 -3.20584
H -1.81192 -4.18409 -2.43599
N -3.42076 -8.06829 -4.65779
C -4.56291 -8.65877 -4.30734
C -5.29130 -9.48622 -5.14753
C -4.80886 -9.71112 -6.42609
C -3.62427 -9.10523 -6.81053
C -2.97196 -8.29829 -5.89168
H -4.90400 -8.45138 -3.29834
H -6.21178 -9.94104 -4.80807
H -5.34867 -10.35010 -7.11367
H -3.21405 -9.25459 -7.79987
H -2.03951 -7.80624 -6.14779
N 4.27535 8.41471 2.03035
C 3.24270 8.63647 1.21706
C 2.48434 7.62878 0.64078
C 2.81807 6.31449 0.92114
C 3.88936 6.06269 1.76271
C 4.57996 7.14393 2.28929
H 3.01906 9.68037 1.02324
H 1.65408 7.86739 -0.01037
H 2.25066 5.49919 0.48932
H 4.18389 5.05031 2.00652
H 5.42345 6.99388 2.95549

Output
SMILES	CCOC[C@@H](CC(=O)Cl)O[C@](C[C@H](C)F)(/C(Br)=C(/C)Br)[C@@H](CN)OCBr.c1ccncc1.c1ccncc1.c1ccncc1.c1ccncc1.c1ccncc1
HOMO energy	-0.334	hartree
LUMO level	0.32	eV
gap between HOMO and LUMO	9.41	eV

=====

# 2
Below is a structure of composition C41H51GeN6NiS, with properties calculated with ωB97M-V/def2-TZVPD.

Element x y z (Å)
Ni 0.91046 -0.20748 -0.47860
C -0.63691 0.70616 6.34700
C 0.00593 -0.59512 5.84554
C 1.37275 -0.78114 6.51773
C -0.89521 -1.76450 6.23615
C 0.20418 -0.49769 4.33825
C 0.99194 0.51931 3.79743
C 1.17606 0.59716 2.43354
N 0.62723 -0.26631 1.57657
C -0.14769 -1.23746 2.07566
C -0.37221 -1.38635 3.43954
C -0.76335 -2.13340 1.04677
C -1.71307 -3.10440 1.33837
C -2.23763 -3.87494 0.30463
C -1.77286 -3.61414 -0.98383
C -0.83921 -2.61904 -1.19699
N -0.33959 -1.89764 -0.19535
C -3.29962 -4.94543 0.53083
C -4.57680 -4.53406 -0.21480
C -2.79278 -6.28467 -0.02064
C -3.63476 -5.12770 2.01028
H -0.77706 0.65740 7.42823
H -1.61102 0.86824 5.88320
H -0.01303 1.57341 6.13130
H 1.24450 -0.85581 7.59897
H 2.03745 0.05940 6.31883
H 1.86425 -1.69092 6.16963
H -1.01452 -1.78175 7.32005
H -0.46893 -2.72422 5.93778
H -1.89101 -1.67508 5.79835
H 1.46975 1.25498 4.42982
H 1.78113 1.37925 1.99090
H -0.98955 -2.19397 3.79801
H -2.05465 -3.25493 2.34976
H -2.14680 -4.16897 -1.83351
H -0.47779 -2.34940 -2.18295
H -4.40189 -4.43955 -1.28656
H -4.95206 -3.57655 0.14926
H -5.35388 -5.28607 -0.06651
H -2.59702 -6.23648 -1.09138
H -3.54273 -7.06010 0.14508
H -1.87185 -6.59089 0.47825
H -4.06255 -4.22375 2.44741
H -2.75685 -5.41450 2.59246
H -4.37411 -5.92237 2.11665
C -1.02269 2.16289 0.18359
Ge -0.69317 1.89629 -1.74736
C -2.53131 1.59407 -2.39644
C -2.95087 0.32696 -2.79420
C -4.25839 0.09817 -3.20020
C -5.16850 1.14484 -3.22726
C -4.76394 2.41688 -2.84643
C -3.45789 2.63331 -2.43110
C -0.13970 3.69129 -2.36571
C 0.33066 4.60370 -1.45810
C 0.78299 5.88628 -1.84288
C 0.74525 6.25878 -3.15192
C 0.25751 5.36217 -4.13589
C 0.19470 5.74082 -5.49967
C -0.27257 4.87445 -6.44402
C -0.69541 3.58368 -6.06502
C -0.64632 3.19347 -4.75724
C -0.17362 4.07141 -3.74652
H -1.74339 2.98205 0.23174
H -0.15041 2.43211 0.77713
H -1.47889 1.27391 0.61842
H -2.22743 -0.48162 -2.80580
H -4.56738 -0.89417 -3.50598
H -6.18651 0.97318 -3.55374
H -5.46540 3.24134 -2.87868
H -3.15680 3.63681 -2.14532
H 0.36645 4.35694 -0.40251
H 1.15579 6.57007 -1.09034
H 1.08366 7.24016 -3.46271
H 0.52570 6.73481 -5.77678
H -0.31931 5.17325 -7.48359
H -1.05891 2.89565 -6.81764
H -0.95825 2.19378 -4.48652
C 3.67376 -0.91677 -1.65147
N 5.12352 -0.86826 -1.82286
C 5.51825 0.53422 -1.98001
N 5.13273 1.34553 -0.82144
C 3.68504 1.25654 -0.67057
N 3.24104 -0.13781 -0.47289
C 3.91508 -0.68217 0.71164
N 5.37093 -0.62799 0.58602
C 5.75075 -1.38828 -0.60939
C 5.75670 0.77021 0.36966
H 3.35744 -1.95389 -1.51839
H 3.17390 -0.50525 -2.52807
H 5.03802 0.93991 -2.87182
H 6.60184 0.58739 -2.10487
H 3.18094 1.64516 -1.55768
H 3.37732 1.85062 0.19486
H 3.60256 -1.71997 0.84877
H 3.61266 -0.10986 1.59099
H 5.45531 -2.43121 -0.47461
H 6.83628 -1.34498 -0.72196
H 6.84229 0.82257 0.26322
H 5.46307 1.35715 1.24338
S 0.62827 0.41094 -2.66497

Output
multiplicity	2
expectation value of S²	0.760
HOMO energy (spin up / spin down)	-0.258 / -0.244	hartree
LUMO level (spin up / spin down)	-0.33 / -0.33	eV
gap between HOMO and LUMO (spin up / spin down)	6.69 / 6.32	eV

=====

# 3
Below is a structure of composition C41H52CdN2O2P2S2, with properties calculated with ωB97M-V/def2-TZVPD.

Element x y z (Å)
Cd -0.06299 0.06790 0.49878
C 0.76418 3.50157 3.55846
C 0.16006 2.44391 2.65071
S 1.15322 2.12043 1.21024
C -1.00849 1.85572 2.96491
C -1.75991 2.21484 4.22528
S -1.88676 0.61202 2.03956
H 1.70281 3.86172 3.14218
H 0.97602 3.10676 4.55605
H 0.10372 4.36340 3.67972
H -1.21063 2.90004 4.86682
H -1.98655 1.31365 4.80126
H -2.72128 2.67617 3.98289
N -1.27809 -1.98468 -0.33959
C -2.16786 -2.57139 -0.77844
N -3.19575 -3.15997 -1.37273
C -4.54856 -2.80618 -0.92498
C -5.51049 -3.14318 -2.04487
O -5.38134 -4.49833 -2.44030
C -4.08021 -4.76378 -2.93313
C -3.03614 -4.53163 -1.86129
H -4.57463 -1.74049 -0.70150
H -4.80577 -3.36407 -0.01840
H -5.32510 -2.48489 -2.90316
H -6.53778 -3.00826 -1.71052
H -3.86891 -4.12076 -3.79711
H -4.06758 -5.80436 -3.25382
H -2.03260 -4.63942 -2.27316
H -3.16738 -5.24571 -1.04075
C 1.18321 1.64095 -4.45982
C 1.14884 1.69732 -2.93350
C 1.08217 3.14862 -2.44567
C 2.44288 1.07237 -2.38267
P -0.23160 0.70804 -2.16727
C -0.17789 -0.86141 -3.13201
C 0.66476 -1.86003 -2.64055
C 0.77724 -3.08623 -3.28208
C 0.02725 -3.35241 -4.41846
C -0.82356 -2.37498 -4.91662
C -0.91315 -1.14220 -4.28466
C -1.90646 1.50687 -2.44774
C -2.18071 2.11628 -3.82566
C -2.05015 2.63251 -1.40502
C -2.97474 0.46028 -2.10420
H 2.01944 2.25135 -4.81442
H 0.27482 2.02793 -4.91961
H 1.33945 0.62296 -4.81885
H 2.02243 3.64437 -2.70275
H 0.95376 3.21011 -1.36327
H 0.27636 3.70341 -2.92743
H 3.29570 1.66066 -2.73312
H 2.57994 0.04675 -2.73062
H 2.45964 1.07370 -1.28938
H 1.21699 -1.69910 -1.72247
H 1.44403 -3.83882 -2.87873
H 0.10705 -4.31068 -4.91697
H -1.41356 -2.56624 -5.80436
H -1.56918 -0.39777 -4.70684
H -1.49132 2.92986 -4.04912
H -3.18871 2.54214 -3.81610
H -2.13953 1.40682 -4.64835
H -1.42685 3.49343 -1.63835
H -1.81097 2.30498 -0.39202
H -3.09284 2.96389 -1.40574
H -2.92235 -0.43273 -2.72947
H -3.95715 0.92211 -2.24282
H -2.89743 0.16195 -1.05668
O 1.52978 -1.60866 0.51249
P 2.76183 -1.54197 1.38834
C 2.43072 -0.92066 3.03447
C 1.11019 -0.87875 3.46955
C 0.80545 -0.36857 4.72281
C 1.82059 0.07461 5.55323
C 3.14641 0.00747 5.13832
C 3.45231 -0.48700 3.88277
C 3.44909 -3.19788 1.53914
C 2.70271 -4.27529 1.07341
C 3.21536 -5.56283 1.17116
C 4.46666 -5.77321 1.72962
C 5.21340 -4.69794 2.19726
C 4.70590 -3.41342 2.10075
C 4.05817 -0.54651 0.65258
C 4.70172 -1.06643 -0.47625
C 5.61627 -0.29798 -1.17423
C 5.89314 0.99776 -0.75189
C 5.25150 1.52289 0.35841
C 4.32904 0.75669 1.05886
H 0.30849 -1.22195 2.83113
H -0.22996 -0.30671 5.03067
H 1.58195 0.47938 6.52858
H 3.93818 0.35832 5.78720
H 4.48580 -0.51817 3.56060
H 1.72868 -4.09087 0.63724
H 2.63575 -6.40269 0.81051
H 4.86629 -6.77661 1.79938
H 6.19066 -4.86264 2.63133
H 5.29549 -2.57645 2.45607
H 4.48203 -2.07377 -0.81125
H 6.11408 -0.70603 -2.04405
H 6.60311 1.60295 -1.30137
H 5.44429 2.54074 0.66999
H 3.79559 1.19136 1.89171

Output
HOMO energy	-0.215	hartree
LUMO level	0.48	eV
gap between HOMO and LUMO	6.33	eV

=====

# 4
Below is a structure of composition C41H52Cl2N6O6OsP2S2, with properties calculated with ωB97M-V/def2-TZVPD.

Element x y z (Å)
Os 0.18147 0.08380 1.04574
S -0.63817 1.74535 2.58955
C -1.35962 0.32033 3.26566
C -2.02187 0.06844 4.46323
C -2.38668 -1.23166 4.74053
C -2.09744 -2.25659 3.83052
C -1.46981 -1.93775 2.65423
N -1.13415 -0.66066 2.38704
H -2.21099 0.87852 5.15401
H -2.88726 -1.45993 5.67226
H -2.35101 -3.28497 4.04249
H -1.22590 -2.67209 1.89804
C 4.03291 -2.60305 1.14456
N 3.21192 -2.07148 2.23368
C 2.32154 -3.05383 2.86721
P 2.93730 -0.52343 2.56126
O 1.48016 -0.02936 2.56673
O 3.74549 0.24721 1.39464
P 3.13587 1.24444 0.27099
O 1.79620 0.73722 -0.18533
N 3.07636 2.70921 0.94856
C 3.79436 3.10372 2.16040
C 1.98360 3.61319 0.56027
N 4.17156 1.23167 -0.97512
C 5.49025 1.85515 -0.80627
C 4.18983 0.05115 -1.85373
N 3.54552 -0.15196 4.00178
C 2.98659 0.89453 4.86766
C 4.87525 -0.62767 4.39965
H 4.60875 -3.44672 1.52528
H 4.72488 -1.84801 0.78461
H 3.40341 -2.93980 0.32033
H 2.91261 -3.84423 3.33005
H 1.66090 -3.49251 2.11777
H 1.71805 -2.58031 3.64193
H 4.52482 2.34735 2.44012
H 3.09330 3.24581 2.98632
H 4.32142 4.04293 1.98798
H 1.56010 3.31080 -0.39616
H 2.37459 4.62571 0.46264
H 1.19330 3.60351 1.31472
H 5.39931 2.77253 -0.22851
H 5.88547 2.10902 -1.78821
H 6.19232 1.18009 -0.30937
H 3.23851 -0.47264 -1.79667
H 4.99492 -0.63282 -1.57313
H 4.34659 0.37305 -2.88274
H 2.01186 1.20777 4.50170
H 3.65291 1.75766 4.90939
H 2.87339 0.49676 5.87583
H 5.16039 -1.49717 3.81223
H 4.85006 -0.91128 5.45106
H 5.62304 0.15639 4.26525
O -0.79746 1.44825 -0.12524
S -2.13207 1.32854 -0.94166
C -2.51286 3.07290 -1.17966
C -3.26080 3.63257 -0.00118
C -2.56601 4.13965 1.08998
C -3.25333 4.63306 2.18892
C -4.64055 4.62049 2.20116
C -5.33977 4.11226 1.11453
C -4.65177 3.61527 0.01896
C -1.73822 0.90761 -2.67210
C -0.86154 1.89343 -3.38611
C -1.39452 2.72762 -4.36362
C -0.58007 3.62132 -5.04466
C 0.77147 3.70011 -4.74091
C 1.30672 2.87862 -3.75698
C 0.49660 1.97336 -3.08775
H -3.10250 3.11206 -2.09639
H -1.54937 3.56033 -1.33460
H -1.48260 4.15327 1.07383
H -2.70661 5.03461 3.03246
H -5.17845 5.01637 3.05222
H -6.42143 4.11058 1.11808
H -5.20081 3.22349 -0.83046
H -2.72235 0.81317 -3.13902
H -1.29131 -0.07610 -2.60571
H -2.45053 2.67171 -4.60566
H -0.99905 4.24558 -5.82254
H 1.40560 4.39540 -5.27477
H 2.36251 2.93292 -3.51819
H 0.91723 1.33404 -2.32303
Cl -3.38737 -3.18663 -4.83861
C -4.37658 -2.90150 -3.44880
C -5.75116 -2.84161 -3.61447
C -6.56395 -2.51435 -2.54255
C -6.00025 -2.20542 -1.31481
C -4.62822 -2.27373 -1.16709
Cl -3.93016 -1.87322 0.38413
C -3.77967 -2.66876 -2.20504
N -2.39959 -2.76406 -1.99324
C -1.60214 -3.89382 -2.23131
C -2.17125 -5.13115 -2.52126
C -1.37964 -6.24777 -2.72451
C 0.00007 -6.16248 -2.60593
C 0.56808 -4.93788 -2.30624
C -0.20878 -3.79376 -2.14137
C 0.50416 -2.45788 -1.99701
C 0.29104 -1.75108 -0.69914
O 1.12011 -1.78185 0.24389
O -0.72330 -1.00651 -0.46623
H -6.17335 -3.03766 -4.59042
H -7.63744 -2.48450 -2.66772
H -6.61634 -1.92974 -0.47017
H -2.01727 -2.05346 -1.40065
H -3.24794 -5.22464 -2.56474
H -1.84570 -7.19411 -2.96560
H 0.62438 -7.03330 -2.75004
H 1.64580 -4.85870 -2.21229
H 0.18430 -1.78779 -2.80252
H 1.57775 -2.61857 -2.07881

Output
charge	+2
HOMO energy	-0.437	hartree
LUMO level	-5.73	eV
gap between HOMO and LUMO	6.15	eV